Below is the ion C4H8NO with charge +1 in a non-equilibrium geometry, with properties calculated with the ωB97M-V functional and the def2-TZVPD basis.

Structure (XYZ):
```
14
Properties=species:S:1:pos:R:3:mulliken_charge:R:1
C 1.43 -1.84 0.54 -0.052
N 1.16 -0.61 -0.06 0.032
C 1.62 0.61 -0.59 -0.505
C 0.14 0.27 -0.53 -0.029
O -0.57 0.92 0.46 -0.370
C -1.99 0.92 0.22 -0.729
H 0.43 -2.20 0.83 0.282
H 2.38 -2.31 0.80 0.309
H 2.26 0.73 -1.42 0.317
H 1.90 1.38 0.19 0.258
H -0.43 -0.20 -1.24 0.532
H -2.42 1.44 1.02 0.297
H -2.55 -0.06 0.25 0.316
H -2.16 1.57 -0.69 0.343
```

Output
- Net charge: +1
- LUMO: -5.888 eV
- Structure (SMILES): C=[N+]1C[C@@H]1OC
- Energy relative to the best compared isomer or geometry (same formula, charge and spin): 3.523 eV
- Spin multiplicity: 1

Below is a structure of composition C24H19N6O5Os, with properties calculated with the ωB97M-V functional and the def2-TZVPD basis.

Structure (XYZ):
```
55
Properties=species:S:1:pos:R:3:mulliken_charge:R:1
Os -0.47 0.37 -0.79 0.889
O -1.79 2.62 -3.91 -0.683
C -1.32 1.81 -3.15 0.441
N -1.27 1.90 -1.77 0.061
C -1.67 3.00 -1.03 0.558
C -2.28 4.15 -1.50 -0.883
C -2.60 5.16 -0.60 -0.528
C -2.30 5.06 0.78 -0.805
C -1.72 3.93 1.28 -0.519
C -1.41 2.86 0.39 0.720
N -0.87 1.70 0.78 0.132
C -0.96 1.30 2.14 0.009
O -1.89 1.62 2.83 -0.538
C 0.22 0.56 2.68 0.714
C 0.06 -0.17 3.85 -0.726
C 1.18 -0.77 4.40 -0.475
C 2.40 -0.60 3.77 -0.587
C 2.46 0.16 2.61 -0.282
N 1.39 0.72 2.05 -0.310
C -0.71 0.53 -3.67 0.487
C -0.83 0.19 -5.00 -0.656
C -0.30 -1.01 -5.43 -0.374
C 0.35 -1.83 -4.52 -0.838
C 0.44 -1.43 -3.21 -0.008
N -0.07 -0.27 -2.78 -0.092
H -2.50 4.25 -2.55 0.558
H -3.08 6.05 -0.97 0.418
H -2.54 5.88 1.44 0.416
H -1.49 3.85 2.33 0.490
H -0.92 -0.24 4.30 0.499
H 1.09 -1.36 5.30 0.487
H 3.30 -1.03 4.18 0.492
H 3.40 0.32 2.10 0.463
H -1.36 0.88 -5.65 0.490
H -0.39 -1.31 -6.47 0.459
H 0.77 -2.78 -4.82 0.435
H 0.92 -2.05 -2.47 0.478
O -2.32 -0.51 0.47 -0.519
N -2.83 -1.18 -0.49 1.003
O -3.82 -1.83 -0.37 -0.625
O -2.16 -1.13 -1.58 -0.564
C 3.17 -4.21 1.90 -1.500
C 2.28 -3.18 1.28 1.127
C 0.93 -3.08 1.60 -1.088
C 0.15 -2.09 1.02 -0.172
N 0.65 -1.22 0.14 0.170
C 1.95 -1.31 -0.18 -0.425
C 2.79 -2.26 0.36 -0.858
H 2.61 -4.89 2.54 0.376
H 3.94 -3.73 2.50 0.317
H 3.68 -4.80 1.14 0.396
H 0.48 -3.76 2.30 0.409
H -0.89 -1.98 1.28 0.492
H 2.33 -0.58 -0.89 0.558
H 3.83 -2.28 0.07 0.514
```

Output
- Net charge: +1
- LUMO (alpha / beta): -3.220 / -5.538 eV
- Energy relative to the best compared isomer or geometry (same formula, charge and spin): 0.000 eV
- Spin multiplicity: 5
- <S²>: 6.04